Entry 1:
Entry from the Open Molecules 2025 dataset: an isolated molecule of CH5FN2 (the ωB97M-V functional and the def2-TZVPD basis).

As for the energy above the lowest of the compared OMol25 structures with the same formula, charge and spin: 60.8 kcal per mole. The total energy comes out at -6812.7895 eV. The calculation puts the frontier orbital gap at 0.40197 hartree. Its SMILES is CNNF.

Geometry (Å):
C: 0.987 -0.359 0.021
N: -0.052 0.626 0.304
N: -1.236 0.703 -0.221
F: -2.056 -0.565 -0.081
H: 0.521 -1.354 -0.206
H: 1.601 -0.035 -0.872
H: 1.652 -0.571 0.974
H: -0.120 0.870 1.282
H: -1.295 0.687 -1.200

Entry 2:
Entry from the Open Molecules 2025 dataset: an isolated molecule of CH5FOP2 (the ωB97M-V functional and the def2-TZVPD basis).

As for the energy above the lowest of the compared OMol25 structures with the same formula, charge and spin: 56.9 kcal per mole. The total energy comes out at -24458.1895 eV. The calculation puts the frontier orbital gap at 0.32647 hartree. Its SMILES is CO[PH]#[PH]F.

Geometry (Å):
C: -1.035 0.877 -1.399
O: -0.043 0.471 -0.462
F: 1.392 0.352 2.496
P: 1.910 -0.749 1.109
P: -0.358 -0.539 0.667
H: -0.630 1.862 -1.865
H: -1.965 1.088 -0.884
H: -1.236 0.058 -2.057
H: 0.140 -1.648 0.311
H: 1.823 -1.772 2.082

Entry 3:
Entry from the Open Molecules 2025 dataset: a structure of composition CH5FP2 (the ωB97M-V functional and the def2-TZVPD basis).

As for the energy above the lowest of the compared OMol25 structures with the same formula, charge and spin: 61.2 kcal per mole. The total energy comes out at -22410.2554 eV. The calculation puts the frontier orbital gap at 0.36786 hartree.

Geometry (Å):
C: 0.214 0.341 0.443
F: -0.161 1.131 1.501
P: -1.180 -0.875 0.057
P: 0.967 1.305 -0.956
H: 1.074 -0.638 0.763
H: -1.389 -1.375 1.304
H: -0.430 -1.984 -0.074
H: -0.215 2.017 -1.442
H: 1.121 0.079 -1.596

Entry 4:
Entry from the Open Molecules 2025 dataset: a cluster of 2 separate species, CH5FP2 in total (the ωB97M-V functional and the def2-TZVPD basis).

As for the energy above the lowest of the compared OMol25 structures with the same formula, charge and spin: 77.6 kcal per mole. The total energy comes out at -22409.5472 eV. The calculation puts the frontier orbital gap at 0.36960 hartree.

Geometry (Å):
C: 0.699 0.816 0.248
F: 0.992 2.065 0.183
P: -1.049 0.776 -0.638
P: 1.948 -0.384 -0.399
H: 0.412 0.463 1.666
H: -1.339 2.137 -0.356
H: -1.626 0.353 0.484
H: 1.443 -0.765 -1.582
H: 1.137 -1.294 0.341

Entry 5:
Entry from the Open Molecules 2025 dataset: a cluster of 2 separate species, CH5I3Si2 in total (the ωB97M-V functional and the def2-TZVPD basis).

As for the energy above the lowest of the compared OMol25 structures with the same formula, charge and spin: 1.8 kcal per mole. The total energy comes out at -41176.4749 eV. The calculation puts the frontier orbital gap at 0.27640 hartree.

Geometry (Å):
C: -1.977 -0.491 0.030
Si: -0.919 1.165 0.071
Si: 2.723 -1.491 0.918
I: 0.407 1.141 -1.960
I: 3.932 0.603 1.349
I: 3.130 -2.087 -1.499
H: -2.540 -0.743 0.972
H: -2.466 -0.371 -0.875
H: -1.217 -1.241 -0.287
H: 0.185 0.936 1.206
H: -1.259 2.579 0.075

Entry 6:
Entry from the Open Molecules 2025 dataset: the ion CH5IN with charge +1 (the ωB97M-V functional and the def2-TZVPD basis).

As for the energy above the lowest of the compared OMol25 structures with the same formula, charge and spin: 9.5 kcal per mole. The total energy comes out at -10700.8900 eV. The calculation puts the frontier orbital gap at 0.35823 hartree. The total charge is +1. Its SMILES is [NH3+]CI.

Geometry (Å):
C: -0.301 0.559 -0.051
N: 0.624 -0.528 0.046
I: -2.447 -0.027 -0.009
H: -0.309 1.302 0.765
H: -0.068 1.083 -0.977
H: 1.533 -0.113 0.124
H: 0.641 -1.101 0.819
H: 0.328 -1.176 -0.717